# 1
Entry from the Open Molecules 2025 dataset: a gas-phase ion, C6H8ClN2O3 (charge +1) in a non-equilibrium geometry (ωB97M-V/def2-TZVPD).

Results
- SMILES string = [NH2+]=C(O)[C@@H](CCl)C(=O)NC=C=O
- electronic energy (eV) = -27988.08288
- highest occupied orbital energy (eV) = -12.8610
- charge = +1
- energy above the lowest of the compared OMol25 structures with the same formula, charge and spin (kJ/mol) = 6.7
- maximum force (hartree/bohr) = 0.097
- frontier orbital gap (eV) = 8.6

Structure (XYZ):
```
20
C6H8ClN2O3 ωB97M-V/def2-TZVPD
Cl 1.236 -1.861 -2.056
O 0.453 0.639 2.022
O -2.861 0.730 -1.669
O 1.557 1.463 -0.146
N -1.753 0.217 1.592
N -0.106 1.614 -1.629
C -2.792 0.127 0.749
C 0.510 0.996 -0.672
C -0.432 0.240 1.291
C 1.111 -1.434 -0.307
C 0.095 -0.288 -0.123
C -2.808 0.392 -0.534
H -0.809 -0.670 -0.699
H 2.041 -1.069 0.007
H -1.946 0.510 2.556
H -0.962 1.139 -2.007
H 0.941 -2.475 0.108
H -3.735 -0.027 1.433
H -0.073 2.535 -2.086
H 1.712 1.055 0.724
```

***

# 2
Entry from the Open Molecules 2025 dataset: a single C6H8ClNO molecule in a non-equilibrium geometry (ωB97M-V/def2-TZVPD).

Results
- SMILES string = C=C/C=C\N=C(\Cl)OC
- electronic energy (eV) = -22408.49558
- highest occupied orbital energy (eV) = -8.3588
- charge = 0
- energy above the lowest of the compared OMol25 structures with the same formula, charge and spin (kJ/mol) = 239.3
- maximum force (hartree/bohr) = 0.085
- frontier orbital gap (eV) = 9.1

Structure (XYZ):
```
17
C6H8ClNO ωB97M-V/def2-TZVPD
Cl 2.314 0.693 -1.070
O 1.095 -0.487 1.056
N 0.397 1.580 0.263
C -1.791 0.393 -0.917
C -0.986 -0.597 -1.140
C 1.059 0.526 0.184
C -0.844 1.763 0.779
C 1.895 -1.678 0.756
C -1.901 1.244 0.208
H -1.057 -1.147 -2.081
H -0.344 -0.929 -0.359
H 1.886 -1.893 -0.401
H -0.925 2.550 1.673
H -2.905 1.434 0.511
H 2.991 -1.490 0.940
H -2.437 0.511 -1.746
H 1.552 -2.472 1.344
```

***

# 3
Entry from the Open Molecules 2025 dataset: a single C6H8ClNO2S molecule in a non-equilibrium geometry (ωB97M-V/def2-TZVPD).

Results
- SMILES string = C[C@@]1(S(=O)(=O)Cl)C=CCC=N1
- electronic energy (eV) = -35292.24093
- highest occupied orbital energy (eV) = -10.1131
- charge = 0
- energy above the lowest of the compared OMol25 structures with the same formula, charge and spin (kJ/mol) = 135.6
- maximum force (hartree/bohr) = 0.079
- frontier orbital gap (eV) = 10.1

Structure (XYZ):
```
19
C6H8ClNO2S ωB97M-V/def2-TZVPD
Cl -3.795 0.103 0.732
S -2.199 -0.338 -0.536
O -2.115 -1.750 -0.261
O -2.532 0.070 -1.865
N -0.361 -0.227 1.387
C 0.966 -0.799 -1.009
C 0.916 -1.885 -0.020
C 0.181 0.264 -0.893
C 0.316 -1.311 1.228
C -1.240 1.895 0.399
C -0.751 0.547 0.176
H 0.573 -1.669 2.183
H -1.830 1.965 1.264
H 0.154 1.087 -1.604
H 1.825 -2.392 0.175
H -1.694 2.164 -0.626
H 1.499 -0.860 -1.935
H 0.284 -2.719 -0.151
H -0.395 2.585 0.451
```

***

# 4
Entry from the Open Molecules 2025 dataset: a molecular structure, C6H8CoO in a non-equilibrium geometry (ωB97M-V/def2-TZVPD).

Results
- electronic energy (eV) = -46000.17009
- highest occupied orbital energy (spin up / spin down) (eV) = -18.6948 / -18.1240
- charge = +2
- maximum force (hartree/bohr) = 0.057
- frontier orbital gap (spin up / spin down) (eV) = 9.3 / 5.0
- spin multiplicity = 4
- ⟨S²⟩ = 3.76

Structure (XYZ):
```
16
C6H8CoO ωB97M-V/def2-TZVPD
Co -3.318 -0.889 1.864
O -1.046 0.865 0.824
C -0.048 1.460 -0.050
C -0.083 0.508 -1.280
C -0.919 -0.543 0.672
C 0.045 -0.892 -0.554
C 1.474 -1.030 -0.070
C 2.576 -0.727 0.385
H -0.385 -0.862 1.595
H -1.088 0.692 -1.723
H -0.144 2.537 -0.270
H 0.876 1.407 0.599
H 3.565 -0.375 0.724
H -1.916 -1.066 0.540
H 0.678 0.663 -2.066
H -0.266 -1.749 -1.191
```

***

Q: The lowest electronic energy belongs to which entry?
A: C6H8CoO